# 1
C28H38F14INO6S3 in the gas phase, computed with ωB97M-V/def2-TZVPD.

Cartesian coordinates (Å):
N -1.286 2.330 0.015
H 1.632 0.611 -3.539
C 2.218 -4.050 -0.913
O -7.057 -2.619 -0.789
H -2.587 -0.812 0.078
O -3.234 0.791 -1.049
C 0.338 1.347 2.479
O -6.207 -4.250 0.753
I 0.528 0.527 4.486
H -1.434 5.270 0.553
S 7.858 1.060 1.165
C -0.271 0.105 -0.455
F 6.566 1.844 1.668
H -1.196 -0.136 2.322
H 0.733 1.692 -1.513
H 0.512 3.291 1.577
F 8.707 1.803 2.255
H -2.956 -1.117 2.484
C -6.192 -1.740 1.530
C 1.261 -4.939 -1.361
F 0.756 -1.586 -2.958
H -2.985 5.171 -0.263
C -1.319 0.936 0.435
H 2.237 -0.512 -1.648
C -0.944 -0.354 -1.812
C -4.684 -1.951 1.558
F 7.252 -1.169 -0.085
H -2.194 3.358 1.601
C -3.942 -0.761 2.186
H -7.785 -1.991 -0.908
C 3.405 1.238 -1.347
H -1.280 2.420 -0.992
C -1.023 0.869 1.950
H 1.438 3.102 3.088
F 3.859 1.828 0.867
C 4.496 1.405 -0.259
F 4.014 0.820 -2.497
H -0.836 -5.323 -1.536
H -1.506 4.566 -1.049
C 0.511 -2.482 -0.256
C 2.278 0.295 -0.924
F 2.963 2.508 -1.587
S -7.042 -3.093 0.732
F 8.158 2.237 0.154
H -4.476 -0.436 3.080
H 1.557 -5.885 -1.792
H 0.685 -0.954 1.217
O -8.393 -3.126 1.206
H -4.751 0.495 0.653
H -1.493 -3.191 -0.528
H -4.309 -2.131 0.548
F 9.161 0.308 0.676
F 4.838 -0.919 -0.730
C 0.509 2.855 2.577
H 0.507 0.513 -4.875
C 6.836 0.108 -0.133
O -2.057 1.832 -2.884
C -2.281 3.268 0.516
H -1.763 1.479 2.474
C 0.953 1.012 -0.695
F 7.559 -0.093 2.212
C -2.713 0.268 0.197
H -6.613 -1.689 2.532
C -0.438 -3.411 -0.660
O -3.171 -0.363 -3.194
F 7.098 0.594 -1.356
C 1.846 -2.839 -0.360
H 1.093 1.664 0.158
H -6.444 -0.849 0.957
H 1.179 0.898 1.966
H 2.576 -0.139 0.032
H -3.308 2.952 0.305
H 0.160 1.594 -3.540
H 2.625 -2.186 0.006
H -0.310 3.282 3.158
C -0.153 -0.541 -3.134
C -3.824 0.437 1.232
H -3.758 1.375 1.776
H -0.921 -1.476 0.834
C -2.044 4.649 -0.105
H 3.269 -4.296 -0.984
S -2.417 0.539 -2.378
C -0.076 -4.622 -1.220
C 5.280 0.075 0.087
H -0.891 -0.914 -3.847
C 0.029 -1.192 0.378
F 5.001 -0.301 1.353
H -1.388 -1.333 -1.620
C 0.576 0.626 -3.793
H -4.465 -2.851 2.133
F 5.361 2.371 -0.633

Gap between HOMO and LUMO in Eh: 0.3518
M in g mol⁻¹: 973.690
Electronic energy in eV: -122076.825
HOMO in Eh: -0.3433
Net charge: 0

---

# 2
A gas-phase ion, C28H38F19N4O4S (charge +1) at a distorted geometry, computed with ωB97M-V/def2-TZVPD.

Cartesian coordinates (Å):
F 0.708 0.926 -5.687
F -5.613 -4.407 -3.447
H -1.259 0.546 -2.947
H -1.650 5.309 0.256
H -0.123 -1.329 4.273
C 2.237 0.127 -1.146
H -0.196 5.170 1.243
C 0.734 3.447 3.103
H -0.379 4.270 -0.339
F 3.572 -1.312 -3.408
H -2.349 2.623 -4.628
F 4.146 1.026 -0.157
H -3.536 1.118 1.865
C -2.595 -2.190 -0.345
H 4.316 -2.319 4.336
C -2.423 -0.269 3.053
F 5.751 0.334 -2.314
O -2.710 3.582 1.557
F 2.069 1.435 -3.776
H -2.716 -1.535 -2.473
C -0.026 -3.369 3.523
H -0.942 -0.971 -0.996
H 0.334 2.102 -2.322
H 1.798 -0.259 -2.072
C -1.939 -1.740 3.155
H -2.385 -2.183 4.060
C 3.641 -1.596 3.862
C 3.773 0.131 -1.131
C 1.698 1.554 -0.802
F -3.029 -3.802 -3.391
C -1.586 3.437 1.259
H 1.810 1.800 0.253
H 4.235 -0.835 3.346
H 1.919 -0.519 -0.311
H 2.360 2.248 -1.343
F 0.993 -0.909 -6.920
O 0.894 1.219 2.453
H 1.165 4.125 2.348
C -2.088 0.249 0.488
N 0.356 1.787 -1.356
C -5.207 -3.340 -2.797
H -3.674 0.445 -1.129
C -3.736 -3.469 -2.293
C -2.006 1.350 -2.826
H -4.228 -1.542 -1.579
C -2.911 1.010 -0.587
F -5.370 -2.277 -3.584
H -0.054 3.997 3.636
C 2.920 0.750 -4.562
F 2.467 0.729 -7.012
H -3.223 -0.154 3.802
F -3.743 -4.439 -1.377
C 2.802 -2.285 2.782
N -0.944 1.205 0.573
H 0.905 -3.424 1.532
F 3.596 1.677 -5.194
F -1.631 3.728 -3.057
H -2.998 1.012 -3.127
O 2.575 -1.703 1.772
H -1.639 0.427 3.375
C -0.869 4.615 0.587
H 2.983 -1.105 4.589
C -0.775 1.633 -0.752
F 5.041 -0.176 -4.529
H -2.248 -2.387 2.324
H -0.858 -1.489 0.683
H -2.044 -3.145 -0.334
C 1.080 -3.812 2.546
F -6.020 -3.173 -1.748
H 0.161 -1.425 2.527
C -3.053 0.146 1.693
N -0.965 2.145 1.606
F 4.420 1.970 -2.558
N -1.957 1.849 -1.422
C -3.294 -2.104 -1.732
C -1.642 2.559 -3.797
H -0.610 2.401 -4.150
H -3.540 1.779 -0.104
F 3.016 -1.236 -6.093
H -0.909 -3.972 3.250
O 2.394 -3.545 3.045
C -0.412 -1.865 3.356
S 1.883 -0.176 -5.838
F 4.267 -1.021 -0.727
H 1.561 3.170 3.760
C -1.543 -1.084 -0.076
C 3.963 -0.088 -3.759
H -3.879 -0.550 1.489
F 1.172 -1.042 -4.709
H 0.998 -4.906 2.463
H -3.368 -2.285 0.422
C 0.251 2.207 2.363
H 0.275 -3.629 4.545
C 4.453 0.642 -2.433

Gap between HOMO and LUMO in Eh: 0.3362
M in g mol⁻¹: 887.665
Electronic energy in eV: -106261.157
HOMO in Eh: -0.4572
Net charge: +1

---

Q: Which value of electronic energy does entry 1 give?
A: -122076.825 eV

---

Q: What is the formula in the second record?
A: C28H38F19N4O4S